Record 1
15
Properties=species:S:1:pos:R:3:forces:R:3 method="wB97M-V/def2-TZVPD" charge=-1 de_lowest_ev=1.804 total_energy_ev=-17175.5766 smiles=[O-]CCCCS max_force_ev_per_a=1.15 orbital_gap_ha=0.1937
C -1.256320 -1.667125 0.212117 0.4643 -0.9756 -0.2935
H -0.561809 -0.509655 1.771153 0.0485 0.9757 -0.0613
C 1.123344 0.971271 -0.878271 -0.7618 0.2805 0.8116
H -0.647436 -2.632029 0.165599 0.1891 0.3523 -0.1032
H 1.643008 0.019388 -0.949980 0.0807 0.0260 -0.0816
H -0.754329 1.554522 0.270200 0.6489 0.4358 0.0292
H 1.705010 2.250609 1.141225 -0.1948 -0.2372 -0.0301
C -0.253191 -0.531319 0.723444 -0.0252 -0.9270 -0.6332
H 0.879991 1.323713 -1.875200 0.4798 0.2938 -0.1642
H -0.863673 0.517666 -1.067292 -0.2967 -0.4169 0.2469
C -0.235066 0.710822 -0.190068 -0.4948 -0.3182 0.1088
H -1.439926 -1.429768 -0.883847 0.0074 0.0580 0.1328
S 2.232211 2.194755 -0.086103 0.1857 0.1131 -0.2419
H 0.775573 -0.914429 0.707581 -0.0489 -0.2332 0.1176
O -2.347382 -1.858423 0.939439 -0.2821 0.5728 0.1620


Record 2
62
Properties=species:S:1:pos:R:3:forces:R:3 method="wB97M-V/def2-TZVPD" charge=+1 de_lowest_ev=0.468 total_energy_ev=-198503.7217 spin_multiplicity=5 max_force_ev_per_a=0.84 orbital_gap_ha="0.2456 / 0.1862"
C -0.284970 -2.071878 -2.125807 -0.0034 -0.0011 -0.2080
P -2.484325 -0.653984 -0.015364 -0.1045 -0.0341 0.0184
C 2.688464 0.515915 -5.242681 0.0797 0.1063 0.0459
H -3.079214 -3.263761 -1.162477 -0.0162 -0.0136 0.0421
C 2.500834 -2.326609 3.241238 0.0056 -0.0269 0.1328
C -3.049103 -2.205957 0.718436 0.0409 -0.0742 -0.0550
C -3.213316 -3.333511 -0.088269 -0.0676 -0.0525 0.0143
H 0.407712 -2.799857 -5.353483 0.0152 0.0419 0.0269
C 1.566554 -1.788517 2.353531 -0.0070 -0.0847 -0.0267
C 0.929521 1.456215 0.052960 -0.3516 -0.3819 0.1486
H 3.416407 2.039298 -3.889800 -0.0187 -0.0301 -0.0161
Br 3.550952 -2.784512 5.867388 0.0412 -0.0320 0.0223
H 1.109455 -1.286110 6.215390 0.0122 -0.0084 -0.0034
H 4.322255 -3.485992 3.325127 -0.0179 0.0025 -0.0187
C 2.629813 -2.649462 0.499456 0.0161 0.0684 -0.0894
N 1.620781 -1.942926 1.010116 0.0450 0.0808 0.1176
H -4.431372 -0.694829 -1.436839 -0.0164 0.0191 -0.0362
C 1.172011 -0.378538 -3.038317 0.0936 0.0431 0.0776
Ru -0.029481 -0.423929 -0.023741 0.6037 0.4888 -0.3225
C -3.238256 -2.317142 2.094391 0.0155 -0.0624 0.0920
C 0.405400 -2.281272 -4.400932 0.0505 0.0248 -0.0851
O -0.360780 -0.501663 2.060134 0.0277 0.0999 0.3922
C 2.720620 -2.854462 -0.979164 0.0201 -0.0148 0.0620
Cl 0.099660 2.339616 1.384909 0.1001 -0.0118 -0.1088
C -3.192531 0.657696 1.015765 -0.0456 -0.0300 -0.0288
C 2.031421 0.744896 -2.935096 -0.1378 -0.1192 -0.0005
H -3.220637 0.498284 -1.975795 0.0048 0.0007 -0.0187
H 1.996015 1.437315 0.255920 0.0583 0.0013 0.0913
C 2.310585 -2.112571 4.647408 0.0660 -0.0375 0.0029
H -2.970042 -1.212637 -2.320153 -0.0084 0.0152 -0.0008
H 1.872014 -3.441039 -1.330817 -0.0093 0.0135 -0.0266
H -3.713439 -5.415938 -0.160882 0.0050 0.0237 0.0148
H -3.754771 -3.611281 3.721938 0.0009 0.0038 -0.0211
H 4.425786 -3.768966 0.875585 -0.0281 0.0167 0.0037
H 3.636461 -3.383052 -1.233097 -0.0004 0.0059 0.0075
H -2.723329 0.658452 1.996884 0.0217 0.0074 0.0246
C -3.574245 -4.549740 0.473600 0.0054 0.0299 0.0088
H -4.053908 -5.600363 2.282929 0.0102 0.0317 -0.0167
C 3.563953 -3.055742 2.684884 0.0652 -0.0192 0.0887
C 2.765352 1.180736 -4.000388 0.0680 -0.0008 -0.1416
H -0.818973 -3.727020 -3.426902 0.0180 0.0325 0.0305
C 0.377402 -0.868057 -1.948260 -0.2830 -0.2743 0.0595
C 1.149828 -1.078958 -4.275480 -0.0211 -0.0014 0.0095
C 0.442539 -1.023793 2.865268 -0.1705 0.0257 -0.0812
H -2.981452 1.615980 0.544047 0.0070 0.0505 -0.0081
C -3.766598 -4.652405 1.845550 0.0056 -0.0138 -0.0346
H -4.270239 0.523549 1.109961 -0.0149 0.0104 0.0225
C -3.368027 -0.510240 -1.589364 0.0012 -0.0251 -0.0252
C 3.619674 -3.210038 1.330984 -0.0160 -0.0113 -0.0709
C 1.225077 -1.419382 5.149427 0.0146 -0.0094 -0.1019
H -0.823156 -2.511456 -1.284935 -0.0762 -0.0395 -0.0416
Br -1.170159 0.055602 4.936829 -0.0127 0.0089 -0.0601
C 0.292970 -0.887402 4.279773 -0.0228 0.0044 0.0293
H 2.698618 -1.903430 -1.510405 0.0093 -0.0146 0.0310
H 1.861333 -1.128872 -6.310517 -0.0086 0.0105 0.0226
C -0.277369 -2.792461 -3.338118 -0.0181 0.0009 0.0902
C 1.905621 -0.592171 -5.369870 -0.0428 -0.0738 -0.0063
H 0.720614 2.021219 -0.844205 -0.0070 0.1414 -0.1150
C -3.598576 -3.536696 2.653107 0.0217 0.0642 -0.0145
H 3.266524 0.874302 -6.084578 -0.0106 0.0071 0.0233
H -3.107194 -1.455289 2.738269 -0.0114 -0.0289 -0.0201
H 2.125919 1.248958 -1.989792 -0.0013 0.0454 0.0508


Record 3
14
Properties=species:S:1:pos:R:3:forces:R:3 method="wB97M-V/def2-TZVPD" de_lowest_ev=2.164 total_energy_ev=-8371.1182 smiles="CC(=O)CCO" max_force_ev_per_a=2.89 orbital_gap_ha=0.3776
C -1.382131 -0.023085 0.728290 1.6990 -1.1458 -1.8207
H -0.694715 0.128192 1.571804 -0.3001 -0.6434 -0.1159
H 1.755003 -0.925639 0.766118 -0.0534 0.2019 -0.1641
H 2.506824 -0.414288 -0.752887 0.0153 0.0241 0.1071
O -2.043205 1.129288 0.394115 0.1925 -0.3118 -0.0730
H -1.857162 -0.959810 0.591512 -2.1961 -0.2517 1.8671
C -0.516420 -0.715088 -0.613882 0.1799 0.7664 0.0267
H -0.167197 -1.764135 -0.500397 -0.3725 0.7582 0.4628
O 0.282512 1.456964 -0.873112 0.4735 0.0123 -0.1753
C 1.843425 -0.093562 0.057472 0.1686 0.1209 0.0204
H -1.196144 -0.650233 -1.471303 0.1133 0.2500 0.3417
H -1.330959 1.751906 0.132992 -0.3548 -0.0611 -0.2008
H 2.271166 0.785121 0.540102 0.1039 -0.1189 -0.0308
C 0.529001 0.294366 -0.570819 0.3310 0.3990 -0.2451


Record 4
26
Properties=species:S:1:pos:R:3:forces:R:3 method="wB97M-V/def2-TZVPD" de_lowest_ev=2.349 total_energy_ev=-21878.3079 smiles=CN[C@H](C)CCS.O.O max_force_ev_per_a=7.74 orbital_gap_ha=0.3237
C -0.231256 -0.554575 -1.124384 0.4243 -1.8915 1.9835
H -1.964659 1.314759 -1.586747 -0.6288 -0.1510 -3.7278
O -0.250543 -2.576722 2.482604 -1.0773 -2.0762 1.5551
H -0.760261 -2.547658 -3.621874 -0.4163 -0.0677 0.1046
O 3.957406 -0.065193 0.736146 3.2639 -6.4227 -2.8351
H 3.401933 0.565100 1.003781 -4.1062 3.3103 1.3651
C -0.077375 -0.322886 -2.673223 1.7034 -1.9305 1.5361
H -0.848055 -3.186040 3.043962 1.1163 1.6520 -1.3490
H -0.578181 0.015945 1.643278 -0.0582 -0.8622 -0.9215
H 0.614853 -1.151089 -0.635121 -0.0400 1.3038 -1.2690
H 0.295185 1.469001 -0.951060 -0.4975 -1.1071 1.9369
H -0.936186 -1.400644 -0.831168 -0.4009 1.4685 -0.8215
H 0.969175 0.018296 -2.859387 -1.1568 1.2343 0.2721
H 3.515653 -0.910119 0.326690 0.7724 3.1089 1.4594
H -2.647204 0.870160 -0.115388 1.4996 0.6684 -0.2913
C -0.050568 1.808934 2.137713 -0.1296 -0.7897 -0.9431
S 0.400643 -1.927006 -3.447559 -0.2986 0.0444 -0.3441
C -0.394909 0.749997 -0.304736 0.1559 2.6189 -1.6330
H -0.896432 0.218116 -3.150016 0.4525 -0.0791 -0.0490
H -0.490270 2.708503 1.752960 0.8597 1.1310 -0.3215
C -1.741963 1.393532 -0.610248 -1.7585 0.8898 3.8518
H -1.837271 2.517438 -0.375580 0.4055 -1.6856 -0.0237
H -0.824246 1.565101 2.833674 -0.3365 -0.3740 0.9693
H 0.559190 -3.114353 2.496208 -0.0764 0.4803 -0.2245
H 0.914709 1.811230 2.707389 -0.7074 0.6573 -0.8757
N -0.099356 0.730170 1.122088 1.0355 -1.1303 0.5959